C5H9NO | wB97M-V/def2-TZVPD

Each line ends with the Löwdin charge.
Element x y z (Å)
C  2.11334  -0.19326  0.20039  -0.105
C  0.75875  0.52459  0.37519  -0.194
C  -0.28386  0.05448  -0.69988  -0.343
O  -0.06026  -1.29206  -1.06627  -0.075
C  -1.84162  -0.05432  -0.33984  -0.112
C  -2.23020  0.80235  0.76527  -0.244
N  -2.39268  1.44686  1.71052  0.143
H  2.60776  0.06357  -0.74431  0.080
H  2.80390  0.06419  1.01202  0.075
H  1.99856  -1.28013  0.20851  0.064
H  0.94895  1.60941  0.33630  0.115
H  0.37414  0.33772  1.38319  0.102
H  -0.04696  0.63696  -1.60964  0.150
H  -0.08959  -1.75702  -0.21936  0.093
H  -2.12127  -1.09022  -0.04001  0.131
H  -2.45119  0.10091  -1.23754  0.122

Forces on atoms 1 to 3 (eV/Å):
C 0.0 0.0 0.0
C -0.2 -0.2 0.1
C -0.1 -0.4 0.0

Summary:
Energy above the lowest of the compared OMol25 structures with the same formula, charge and spin, kJ/mol: 158.0
Highest occupied orbital energy, eV: -10.6
Frontier orbital gap, eV: 11.389



C5H9NO | wB97M-V/def2-TZVPD

Each line ends with the Löwdin charge.
Element x y z (Å)
C  -0.77174  0.14761  -0.43967  -0.081
C  1.62929  1.38190  0.44228  -0.099
C  -1.05114  -0.79086  0.56753  -0.282
C  1.06545  0.13313  -0.15641  -0.278
N  -2.83455  -0.42381  -0.08633  -0.048
C  1.80080  -0.89008  -0.57934  0.003
O  -0.83932  -1.44474  1.51239  0.195
H  -3.43727  -0.46282  0.73419  -0.001
H  -3.25904  -1.05371  -0.76578  -0.002
H  -1.03538  1.17237  -0.20310  0.116
H  -0.83177  -0.19783  -1.46459  0.123
H  1.32713  2.25960  -0.13899  0.076
H  1.26675  1.53034  1.46501  0.081
H  2.72488  1.37267  0.47602  0.076
H  2.88837  -0.88871  -0.51188  0.060
H  1.35753  -1.84505  -0.85131  0.060

Forces on atoms 1 to 3 (eV/Å):
C 7.9 0.8 0.6
C 0.0 0.2 -0.1
C -5.5 -0.9 0.1

Summary:
Energy above the lowest of the compared OMol25 structures with the same formula, charge and spin, kJ/mol: 483.3
Highest occupied orbital energy, eV: -8.7
Frontier orbital gap, eV: 9.454



C5H9NO | wB97M-V/def2-TZVPD

Each line ends with the Löwdin charge.
Element x y z (Å)
C  -1.36398  -0.90048  -0.75612  -0.028
C  -0.53286  0.15994  -0.13308  -0.193
C  -0.89367  1.51068  0.45321  -0.109
C  0.62504  1.69438  0.77330  -0.099
C  0.77291  0.33108  0.14704  -0.249
N  1.86241  -0.52556  -0.08776  -0.014
O  2.92178  -0.06698  0.29837  -0.011
H  -1.95540  -0.48454  -1.58022  0.088
H  -2.07495  -1.30025  -0.02253  0.091
H  -0.75148  -1.72241  -1.13460  0.048
H  1.00548  -3.57859  -0.78952  0.028
H  -1.30502  2.22710  -0.26642  0.115
H  -1.55036  1.47155  1.32934  0.115
H  0.87100  1.75313  1.83733  0.110
H  1.11678  2.51476  0.24306  0.110
H  1.30205  -2.90780  -0.65170  -0.002

Forces on atoms 1 to 3 (eV/Å):
C 0.0 0.0 0.0
C 0.0 -0.1 0.0
C -0.2 0.1 0.0

Summary:
Energy above the lowest of the compared OMol25 structures with the same formula, charge and spin, kJ/mol: 487.8
Highest occupied orbital energy, eV: -8.9
Frontier orbital gap, eV: 8.527



C5H9NO | wB97M-V/def2-TZVPD

Each line ends with the Löwdin charge.
Element x y z (Å)
C  0.25648  -0.23078  0.70410  -0.244
C  1.39451  -0.80305  -0.11663  -0.082
C  0.05066  1.24890  0.70867  -0.510
N  0.73020  2.08532  -0.10826  0.177
C  -1.30870  -0.59485  0.28912  -0.104
C  -1.67357  -1.13419  -0.88369  -0.004
O  -1.05813  1.61880  1.16587  -0.015
H  0.31201  -0.57290  1.74059  0.139
H  1.44102  1.78570  -0.75631  0.093
H  0.40079  3.03771  -0.18503  0.115
H  -2.00394  -0.64568  1.12386  0.098
H  1.44901  -0.38875  -1.12836  0.071
H  2.35773  -0.61735  0.36906  0.082
H  1.27137  -1.88786  -0.22829  0.085
H  -0.99901  -1.24379  -1.72457  0.048
H  -2.62043  -1.65724  -0.97014  0.050

Forces on atoms 1 to 3 (eV/Å):
C -2.3 -0.3 -0.3
C -0.1 -0.3 -0.2
C -3.5 1.1 -0.7

Summary:
Energy above the lowest of the compared OMol25 structures with the same formula, charge and spin, kJ/mol: 169.2
Highest occupied orbital energy, eV: -9.3
Frontier orbital gap, eV: 10.190



C5H9NO | wB97M-V/def2-TZVPD

Each line ends with the Löwdin charge.
Element x y z (Å)
C  -1.27864  0.58443  -0.43648  -0.025
C  -0.01571  -0.34534  -0.60269  -0.495
O  -0.15913  -1.22127  -1.68911  0.014
C  1.39557  0.30912  -0.40693  -0.130
N  1.69108  -0.55068  0.78460  0.111
C  -0.11181  0.03230  1.68602  0.045
C  0.30840  -0.97764  0.72881  -0.403
H  -1.58413  1.06219  0.51903  0.075
H  -2.13539  -0.02987  -0.70225  0.084
H  -1.14853  1.43457  -1.09852  0.078
H  0.18533  -0.79576  -2.48483  0.103
H  1.29326  1.37706  -0.17138  0.110
H  2.14143  0.23346  -1.22056  0.121
H  0.19219  1.06070  1.60179  0.068
H  -0.88430  -0.17081  2.43265  0.086
H  0.11036  -2.00245  1.05986  0.157

Forces on atoms 1 to 3 (eV/Å):
C -0.1 0.0 -0.9
C -0.6 0.8 0.3
O 0.2 0.1 -0.1

Summary:
Energy above the lowest of the compared OMol25 structures with the same formula, charge and spin, kJ/mol: 590.1
Highest occupied orbital energy (alpha / beta), eV: -8.2 / -8.9
Frontier orbital gap (alpha / beta), eV: 8.514 / 9.410



C5H9NO | wB97M-V/def2-TZVPD

Each line ends with the Löwdin charge.
Element x y z (Å)
C  1.83665  -0.25994  0.15006  -0.054
C  0.49424  0.49361  0.19593  -0.286
C  -0.55549  0.02952  -0.81479  -0.370
O  -0.46335  -1.36184  -1.05985  -0.027
C  -1.88392  0.26125  -0.08633  -0.170
C  -1.61208  0.14738  1.41244  -0.035
N  -0.30341  0.29142  1.46420  -0.010
H  2.32435  -0.20052  -0.83751  0.086
H  2.56953  0.14518  0.85827  0.076
H  1.69174  -1.31961  0.37781  0.081
H  0.68099  1.57255  0.07523  0.144
H  0.27690  0.26737  2.28229  0.115
H  -0.50751  0.60901  -1.74322  0.143
H  0.35623  -1.52928  -1.54051  0.087
H  -2.64914  -0.42550  -0.46260  0.107
H  -2.25572  1.27941  -0.27141  0.113

Forces on atoms 1 to 3 (eV/Å):
C -0.1 0.0 0.1
C -0.3 0.0 0.0
C -0.1 0.3 -0.1

Summary:
Energy above the lowest of the compared OMol25 structures with the same formula, charge and spin, kJ/mol: 251.3
Highest occupied orbital energy, eV: -8.2
Frontier orbital gap, eV: 8.869



C5H9NO | wB97M-V/def2-TZVPD

Each line ends with the Löwdin charge.
Element x y z (Å)
O  -1.62692  1.93643  -0.52628  0.046
C  -1.85976  0.89906  0.02303  -0.372
N  -0.86589  0.06327  0.50597  -0.054
C  -0.48886  -1.39565  0.43837  -0.140
C  1.18763  -1.56456  0.31059  -0.152
C  1.93193  -0.49254  -0.44360  -0.221
C  1.76433  0.78628  -0.40147  -0.044
H  -2.86557  0.43507  -0.05135  0.124
H  -0.30000  0.29337  1.41901  0.177
H  -0.99936  -1.90226  1.20242  0.071
H  -0.91114  -1.72290  -0.54924  0.115
H  1.10594  -2.40218  -0.33779  0.062
H  1.66703  -1.92906  1.26650  0.122
H  2.87264  -0.93374  -0.94416  0.120
H  0.91940  1.34891  -0.99151  0.104
H  2.37600  1.48286  0.09312  0.042

Forces on atoms 1 to 3 (eV/Å):
O -0.1 1.2 0.7
C 0.0 -2.0 -1.4
N 3.3 -0.7 4.5

Summary:
Energy above the lowest of the compared OMol25 structures with the same formula, charge and spin, kJ/mol: 622.3
Highest occupied orbital energy, eV: -7.5
Frontier orbital gap, eV: 7.715



C5H9NO | wB97M-V/def2-TZVPD

Each line ends with the Löwdin charge.
Element x y z (Å)
C  3.26537  -0.22602  -0.11753  -0.109
C  0.92791  -0.18195  0.34402  -0.116
N  1.94301  0.29967  -0.36509  -0.080
O  -0.20207  0.33682  -0.15392  -0.069
C  -1.35189  -0.14743  0.49626  -0.354
C  -2.48676  -0.53744  -0.38512  -0.090
C  -2.54101  0.73855  0.42773  -0.092
H  3.19362  -0.77581  0.82240  0.075
H  3.56748  -0.91889  -0.91035  0.078
H  4.00929  0.56971  -0.02168  0.077
H  1.78783  0.91667  -1.16043  0.140
H  -1.11136  -0.72095  1.38540  0.133
H  -2.31353  -0.43905  -1.45273  0.105
H  -3.10226  -1.38281  -0.09241  0.099
H  -2.39220  1.67043  -0.10943  0.105
H  -3.19343  0.79850  1.29286  0.099

Forces on atoms 1 to 3 (eV/Å):
C 0.2 -0.1 0.1
C 0.2 0.4 -0.5
N -0.2 -0.2 0.2

Summary:
Energy above the lowest of the compared OMol25 structures with the same formula, charge and spin, kJ/mol: 318.1
Highest occupied orbital energy, eV: -8.7
Frontier orbital gap, eV: 9.857



C5H9NO | wB97M-V/def2-TZVPD

Each line ends with the Löwdin charge.
Element x y z (Å)
C  0.20414  -1.66502  1.09717  -0.051
C  -0.87239  -1.23965  0.13305  -0.320
N  -1.60200  0.01588  0.32886  0.063
C  -0.65785  -0.09342  -0.78336  -0.236
C  0.60398  0.74393  -0.79124  -0.253
C  0.49632  2.16867  -0.49838  -0.113
O  1.09744  1.27944  0.43051  -0.059
H  0.85518  -2.40836  0.62421  0.081
H  -0.23760  -2.11832  1.99045  0.078
H  0.81869  -0.81442  1.40394  0.070
H  -1.51277  -2.05009  -0.21739  0.129
H  -1.17925  0.53981  1.09245  0.093
H  -1.17398  -0.12257  -1.74395  0.138
H  1.43721  0.43330  -1.43023  0.150
H  1.13395  2.89318  -1.00783  0.113
H  -0.46594  2.54085  -0.15115  0.117

Forces on atoms 1 to 3 (eV/Å):
C 0.0 0.0 0.0
C 0.1 -0.1 0.0
N 0.0 0.1 0.1

Summary:
Energy above the lowest of the compared OMol25 structures with the same formula, charge and spin, kJ/mol: 284.7
Highest occupied orbital energy, eV: -9.3
Frontier orbital gap, eV: 10.483



C5H9NO | wB97M-V/def2-TZVPD

Each line ends with the Löwdin charge.
Element x y z (Å)
C  -0.74189  1.83182  -1.21456  -0.044
C  1.48080  0.32071  0.86937  -0.036
O  0.73444  0.88589  1.77197  0.020
C  0.90412  -1.04549  0.43456  -0.371
C  -0.54458  -1.40294  0.80186  -0.067
C  1.12638  -1.20668  -1.00801  -0.228
N  1.24897  -1.34502  -2.14972  0.165
H  -0.57519  0.89863  -1.75910  0.009
H  -1.06815  2.60321  -1.91552  0.022
H  -1.51611  1.69164  -0.45395  0.017
H  0.18962  2.14714  -0.73800  0.014
H  -0.09598  0.40877  1.99218  0.094
H  1.59709  -1.74493  0.93120  0.149
H  -0.79912  -2.39540  0.42420  0.094
H  -1.24908  -0.68884  0.36166  0.079
H  -0.69002  -1.43659  1.88901  0.083

Forces on atoms 1 to 3 (eV/Å):
C 0.0 0.0 0.0
C -0.2 -0.1 0.2
O 0.1 -0.1 -0.1

Summary:
Energy above the lowest of the compared OMol25 structures with the same formula, charge and spin, kJ/mol: 373.3
Highest occupied orbital energy, eV: -9.3
Frontier orbital gap, eV: 9.659



C5H9NO | wB97M-V/def2-TZVPD

Each line ends with the Löwdin charge.
Element x y z (Å)
O  3.63845  -0.52309  -0.21777  0.007
C  2.58987  -0.48610  0.38028  -0.361
C  1.26652  -0.86451  -0.01910  -0.083
C  0.19981  -0.67511  0.89614  -0.298
C  -0.96187  0.21308  0.53201  0.095
C  -2.15562  0.01567  0.02385  -0.266
N  -3.22461  0.90233  -0.02370  0.030
H  2.56597  0.00742  1.37939  0.118
H  0.90669  -1.16023  -0.99517  0.109
H  1.89696  1.33328  -2.25998  0.043
H  0.54801  -0.49868  1.91578  0.120
H  -0.34115  -1.62171  0.99933  0.164
H  2.07402  1.53212  -1.55256  0.031
H  -2.41152  -0.95937  -0.39434  0.125
H  -3.61255  0.95107  -0.95499  0.082
H  -2.97898  1.83384  0.29082  0.086

Forces on atoms 1 to 3 (eV/Å):
O 0.3 -0.4 -0.6
C -0.2 0.7 0.5
C -0.9 -0.4 -0.4

Summary:
Energy above the lowest of the compared OMol25 structures with the same formula, charge and spin, kJ/mol: 711.6
Highest occupied orbital energy, eV: -7.8
Frontier orbital gap, eV: 5.551



C5H9NO | wB97M-V/def2-TZVPD

Each line ends with the Löwdin charge.
Element x y z (Å)
C  -1.69731  -1.13691  -0.04307  -0.058
C  -0.56756  -0.27505  -0.53786  -0.305
C  -0.68590  1.27305  -0.43195  -0.127
C  0.63538  1.22730  0.34444  -0.063
C  0.78683  -0.21469  0.15329  -0.407
N  1.72351  -1.03974  0.39577  0.018
O  2.90951  -0.27218  0.48576  -0.090
H  -2.55511  -1.04688  -0.71727  0.080
H  -2.01837  -0.82855  0.95888  0.083
H  -1.38169  -2.18194  -0.00367  0.081
H  -0.26040  -0.54358  -1.55105  0.148
H  -0.70060  1.76477  -1.41621  0.112
H  -1.52049  1.68455  0.14480  0.104
H  0.31816  0.55478  1.35735  0.222
H  1.43399  1.97831  0.21928  0.123
H  3.58005  -0.94324  0.64152  0.078

Forces on atoms 1 to 3 (eV/Å):
C -0.1 -0.2 0.0
C -0.2 -0.5 -0.1
C -0.1 -0.2 0.2

Summary:
Energy above the lowest of the compared OMol25 structures with the same formula, charge and spin, kJ/mol: 473.8
Highest occupied orbital energy, eV: -8.6
Frontier orbital gap, eV: 9.639



C5H9NO | wB97M-V/def2-TZVPD

Each line ends with the Löwdin charge.
Element x y z (Å)
C  2.39352  0.35087  -0.02343  -0.125
O  1.07736  0.73920  0.16077  -0.211
C  0.35918  -0.40063  0.44415  -0.240
C  -1.15324  0.00117  0.41257  -0.314
C  -1.52647  0.76059  -0.86898  -0.057
C  -1.93390  -1.22945  0.55655  -0.215
N  -2.51705  -2.22118  0.66557  0.152
H  2.90691  1.25010  -0.42501  0.103
H  2.23248  -0.72545  -0.62989  0.118
H  2.86690  0.04424  0.92477  0.087
H  0.62787  -0.82563  1.42734  0.128
H  0.94095  -1.22562  -0.35478  0.160
H  -1.43969  0.64468  1.27212  0.156
H  -2.60387  0.94802  -0.92215  0.086
H  -1.00382  1.71997  -0.90301  0.081
H  -1.22711  0.16911  -1.73660  0.091

Forces on atoms 1 to 3 (eV/Å):
C 0.3 -1.2 -0.6
O -0.1 0.3 0.3
C 0.4 -1.1 -0.7

Summary:
Energy above the lowest of the compared OMol25 structures with the same formula, charge and spin, kJ/mol: 281.2
Highest occupied orbital energy, eV: -10.5
Frontier orbital gap, eV: 11.350



C5H9NO | wB97M-V/def2-TZVPD

Each line ends with the Löwdin charge.
Element x y z (Å)
O  -1.73357  -0.35932  1.40724  -0.026
C  -1.30757  -0.61926  0.10501  -0.380
C  -0.73890  0.63391  -0.59981  -0.024
C  0.71802  0.13249  0.03735  -0.630
C  1.59507  0.71862  -0.95389  0.116
N  0.84599  0.83791  1.22023  0.124
C  0.08701  -1.27619  0.02803  -0.051
H  -1.04866  0.22996  1.78842  0.076
H  -2.13062  -1.11334  -0.41870  0.144
H  -1.04729  1.61690  -0.24443  0.120
H  -0.77469  0.54355  -1.68724  0.107
H  1.30411  0.83124  -1.99578  0.061
H  2.41285  1.34034  -0.60360  0.060
H  1.19828  0.19720  1.94342  0.064
H  0.25577  -1.81446  -0.91040  0.120
H  0.36423  -1.89953  0.88417  0.118

Forces on atoms 1 to 3 (eV/Å):
O 0.3 0.2 0.4
C -0.2 -0.1 -0.7
C -0.1 -0.3 0.6

Summary:
Energy above the lowest of the compared OMol25 structures with the same formula, charge and spin, kJ/mol: 548.1
Highest occupied orbital energy (alpha / beta), eV: -8.2 / -9.2
Frontier orbital gap (alpha / beta), eV: 7.290 / 9.013



C5H9NO | wB97M-V/def2-TZVPD

Each line ends with the Löwdin charge.
Element x y z (Å)
C  -0.09820  -0.65201  -1.01898  -0.074
N  0.56884  -0.60693  0.26524  0.058
C  1.86139  -1.15968  0.48076  -0.174
O  2.41026  -1.73814  -0.40301  0.200
C  -0.06862  0.30606  1.19402  -0.085
C  -0.78689  1.27496  0.26073  -0.126
C  -1.23449  0.38431  -0.90882  -0.121
H  -0.42164  -1.66105  -1.26500  0.162
H  0.65554  -0.33866  -1.76004  0.168
H  2.26597  -0.95708  1.47276  0.162
H  0.69093  0.78337  1.81084  0.146
H  -0.74263  -0.28849  1.82049  0.171
H  -0.02927  1.95792  -0.12829  0.129
H  -1.60284  1.85097  0.67827  0.131
H  -2.18333  -0.09901  -0.66333  0.129
H  -1.28502  0.94344  -1.83563  0.126

Forces on atoms 1 to 3 (eV/Å):
C -0.2 0.7 -0.1
N -0.3 0.2 -0.1
C 0.2 -0.1 0.0

Summary:
Energy above the lowest of the compared OMol25 structures with the same formula, charge and spin, kJ/mol: 64.1
Highest occupied orbital energy (alpha / beta), eV: -16.6 / -16.3
Multiplicity: 2
Frontier orbital gap (alpha / beta), eV: 12.739 / 7.839
Total charge: +1